The following is a DFT calculation (ωB97M-V/def2-TZVPD) of 2 unconnected molecules or ions with the total composition C6H14N2O2 at a distorted geometry.

For the LUMO energy (alpha / beta), the calculation gives 3.8 / 3.7 eV. Its HOMO-LUMO gap (alpha / beta) is 0.1039 / 0.2930 hartree. The charge is -1. The calculation puts the energy above the lowest of the compared OMol25 structures with the same formula, charge and spin at 1.859 eV. The spin multiplicity is 2. The calculated total energy is -496.957565 a.u. As for the expectation value of S²: 0.7533. For the HOMO energy (alpha / beta), the calculation gives 0.999 / -4.226 eV.

```
24
Properties=species:S:1:pos:R:3:forces:R:3:lowdin_charge:R:1
C 0.2037 -0.9931 2.5669 -0.2243 -1.0577 -0.7548 -0.017
O -0.0508 0.4539 -0.8706 0.7087 0.0744 0.2066 -0.202
O 2.4973 -1.6862 2.2321 0.1185 -0.5207 -0.0576 -0.009
H -0.5044 -1.7726 2.2216 0.4278 0.4641 -0.4205 0.078
H 3.3543 -0.0485 -0.3918 -0.0072 -0.0940 -0.1546 0.076
H -3.0032 1.4819 0.3302 0.1842 -0.0773 0.8991 0.056
C -0.9692 0.4246 -1.7708 -1.0255 -0.0243 -0.1985 -0.618
H 0.2942 -1.2580 3.6131 0.6117 0.2091 0.2659 0.059
C 1.5750 -0.9854 1.8449 -0.7744 1.3527 0.8093 -0.535
C -0.7644 0.1096 -3.1988 0.8052 0.6985 0.6149 -0.126
H 3.8674 0.1641 1.3014 -0.7342 -0.9989 -0.1640 0.077
H 1.0196 0.5125 0.3912 -0.4479 -0.8042 0.4017 0.070
H -1.5526 -0.5382 -3.6479 0.3747 0.2331 0.0513 0.039
H 0.2429 -0.3424 -3.2005 -0.2542 -0.2554 -0.5244 0.051
N 1.7404 0.0606 0.9910 0.8012 0.2211 0.2326 -0.001
C -2.6585 0.4685 0.1102 -0.9973 0.1205 -1.9376 -0.132
H -3.1042 0.6416 -1.9117 0.3942 0.0622 -0.3262 0.075
H -0.6483 1.0682 -3.7767 -0.2840 -0.5394 -0.3539 0.043
C 3.0695 0.3848 0.5633 1.7618 0.3994 0.6340 -0.122
N -2.3072 0.4917 -1.3175 -0.6582 -0.3849 0.9089 -0.079
H -1.8118 0.1409 0.6958 0.0403 0.0751 0.1198 0.038
H -3.5438 -0.2073 0.2023 0.5449 0.2009 0.4541 0.058
H -0.2532 -0.0240 2.4718 -0.3240 0.2927 -0.0675 0.052
H 3.3074 1.4527 0.5506 -1.0420 0.3531 -0.6384 0.068
```
Positions in Å, forces in eV/Å.